# 1
Molecular formula: C2H8BN
Method: DFT, wB97M-V/def2-TZVPD

* frontier orbital gap: 9.094 eV
* HOMO energy: -8.6 eV
* LUMO level: 0.5 eV
* E: -4368.523 eV
* relative energy (zero: lowest compared OMol25 entry of this formula, charge and spin): 61.6 kcal/mol
* charge: 0

Geometry (Å):
B1 -0.05041 0.01564 0.22754
C1 -0.75751 1.24857 0.69996
C2 -0.31058 -1.41489 -0.18770
N1 2.00971 0.31831 -0.11324
H1 -1.54824 1.40018 -0.03169
H2 -0.21585 2.20029 0.61267
H3 -1.20163 1.18667 1.61042
H4 0.31460 -2.15058 0.37234
H5 0.07318 -1.55405 -1.17365
H6 -1.37811 -1.70936 -0.19209
H7 2.10484 1.35542 -0.23440
H8 1.95608 -0.13332 -1.02638

=====

# 2
Molecular formula: C2H8BN
Method: DFT, wB97M-V/def2-TZVPD

* frontier orbital gap (spin up / spin down): 6.752 / 9.917 eV
* HOMO energy (spin up / spin down): -6.9 / -9.3 eV
* LUMO level (spin up / spin down): -0.2 / 0.6 eV
* E: -4365.009 eV
* relative energy (zero: lowest compared OMol25 entry of this formula, charge and spin): 142.6 kcal/mol
* charge: 0

Geometry (Å):
B1 0.78787 0.22261 -1.35238
C1 0.93466 -0.61471 0.97154
C2 -1.10498 0.43541 0.16715
N1 0.27596 -0.04197 -0.14020
H1 1.87014 0.47884 -1.84903
H2 -1.71452 0.28248 -2.76134
H3 1.98157 -0.39306 1.18795
H4 0.28763 -0.45246 1.94340
H5 0.96391 -1.80700 1.01035
H6 -0.94437 1.31870 0.86013
H7 -1.65587 0.90824 -0.69124
H8 -1.68199 -0.33709 0.65366

=====

# 3
Molecular formula: C2H8BaO2
Method: DFT, wB97M-V/def2-TZVPD

* frontier orbital gap: 12.924 eV
* HOMO energy: -20.8 eV
* LUMO level: -7.9 eV
* E: -6973.677 eV
* relative energy (zero: lowest compared OMol25 entry of this formula, charge and spin): 69.8 kcal/mol
* charge: +2

Geometry (Å):
Ba1 -0.17537 -1.78778 0.24858
C1 2.06669 0.14410 0.06137
O1 1.23968 -0.52694 1.03329
H1 3.11939 -0.11234 0.18037
H2 1.82529 -0.24246 -0.92878
H3 1.94047 1.22673 0.05238
H4 1.47253 -0.10573 1.86394
C2 -1.78449 0.50669 -0.58859
O2 -1.86758 -0.65806 0.09162
H5 -1.62309 0.23726 -1.63236
H6 -2.57869 1.21248 -0.34526
H7 -0.84843 0.98396 -0.29858
H8 -2.78639 -0.87791 0.26207

=====

# 4
Molecular formula: C2H8BrN3
Method: DFT, wB97M-V/def2-TZVPD

* frontier orbital gap (spin up / spin down): 6.076 / 7.676 eV
* HOMO energy (spin up / spin down): -17.2 / -17.4 eV
* LUMO level (spin up / spin down): -11.2 / -9.7 eV
* E: -76693.177 eV
* relative energy (zero: lowest compared OMol25 entry of this formula, charge and spin): 101.1 kcal/mol
* charge: +2

Geometry (Å):
C1 -1.00873 0.19550 0.64484
C2 -1.05741 -0.68681 -0.54753
N1 -1.43950 0.59541 1.74831
N2 2.45035 0.36589 0.16307
N3 0.10452 -0.28779 -1.43216
Br1 2.99430 -0.08820 1.83433
H1 -0.98868 -1.66558 -0.10178
H2 -2.03672 -0.71144 -1.24331
H3 -2.31534 0.28514 2.14833
H4 -0.96178 1.30516 2.26825
H5 3.09041 1.02239 -0.46175
H6 0.22711 -0.84238 -2.31851
H7 0.97062 -0.15295 -0.84954
H8 -0.02915 0.66566 -1.85256

=====

# 5
Molecular formula: C2H8ClMgO2
Method: DFT, wB97M-V/def2-TZVPD

* frontier orbital gap: 2.082 eV
* HOMO energy: -11.9 eV
* LUMO level: -9.8 eV
* E: -24253.202 eV
* relative energy (zero: lowest compared OMol25 entry of this formula, charge and spin): 109.9 kcal/mol
* charge: +1

Geometry (Å):
Mg1 2.36108 -8.45035 -1.66432
Cl1 0.01544 -5.23330 -0.37229
O1 -2.68704 -1.57136 3.47197
H1 -2.01807 -1.83945 2.84201
H2 -2.62695 -0.61630 3.49399
C1 1.32263 2.17074 -0.32224
C2 -0.06434 2.16564 -1.05098
O2 -0.26916 1.15701 -2.03843
H3 1.40902 1.28206 0.30297
H4 1.56304 3.09320 0.20631
H5 1.99759 1.96917 -1.15406
H6 0.04101 3.12036 -1.56628
H7 -0.92052 2.47997 -0.45410
H8 -0.12368 0.27263 -1.69451

=====

# 6
Molecular formula: C2H8ClO2
Method: DFT, wB97M-V/def2-TZVPD

* frontier orbital gap: 6.742 eV
* HOMO energy: -3.7 eV
* LUMO level: 3.1 eV
* E: -18821.851 eV
* relative energy (zero: lowest compared OMol25 entry of this formula, charge and spin): 23.4 kcal/mol
* charge: -1

Geometry (Å):
Cl1 -18.77440 19.86800 -16.91586
C1 -20.78433 25.17389 -14.76266
O1 -19.47021 24.88328 -15.20429
H1 -20.83356 24.79252 -13.74274
H2 -20.86235 26.26102 -14.75071
H3 -21.55254 24.72723 -15.39390
H4 -19.44823 23.92922 -15.30863
C2 -24.44781 18.88974 -14.02972
O2 -23.14735 18.90262 -13.43072
H5 -24.61284 19.91516 -14.36044
H6 -24.27627 18.31895 -14.94235
H7 -25.34233 18.59098 -13.48320
H8 -22.47526 19.02178 -14.10577

=====

# 7
Molecular formula: C2H8CrIO2
Method: DFT, wB97M-V/def2-TZVPD

* frontier orbital gap (spin up / spin down): 4.112 / 5.834 eV
* HOMO energy (spin up / spin down): -12.8 / -12.8 eV
* LUMO level (spin up / spin down): -8.6 / -6.9 eV
* E: -42810.275 eV
* spin multiplicity: 5
* charge: +1

Geometry (Å):
Cr1 -12.91387 0.10578 6.18131
I1 -14.38370 -0.75975 8.36931
C1 -18.02652 -2.07484 10.43277
O1 -17.42881 -2.79546 9.35127
H1 -17.56832 -2.34138 11.38858
H2 -17.94499 -0.98825 10.30579
H3 -19.08468 -2.31388 10.45419
H4 -16.60831 -2.37475 9.08191
C2 -18.37149 0.38730 6.15206
O2 -17.05832 -0.14970 5.98181
H5 -18.93534 0.20194 5.23865
H6 -18.91212 -0.13548 6.94400
H7 -18.35117 1.46897 6.29558
H8 -16.55565 0.00622 6.78515

=====

# 8
Molecular formula: C2H8F2InO2
Method: DFT, wB97M-V/def2-TZVPD

* frontier orbital gap: 10.060 eV
* HOMO energy: -15.6 eV
* LUMO level: -5.5 eV
* E: -16896.704 eV
* relative energy (zero: lowest compared OMol25 entry of this formula, charge and spin): 0.0 kcal/mol
* charge: +1

Geometry (Å):
In1 -0.50120 0.43468 -0.07920
F1 0.40788 1.97610 -1.07769
F2 -1.85388 -0.81439 0.95359
C1 1.17442 1.89017 1.75008
O1 1.06551 0.75604 0.87094
H1 0.18876 2.26511 2.02573
H2 1.59678 1.51066 2.68050
H3 1.76832 2.71353 1.35327
H4 1.90706 0.31037 0.74945
C2 -0.83188 -1.86890 -1.89153
O2 -0.95877 -1.23541 -0.65684
H5 -0.36896 -1.15819 -2.57614
H6 -0.39643 -2.86320 -1.79214
H7 -1.85679 -2.01712 -2.23167
H8 -1.34083 -1.89946 -0.07835

=====

# 9
Molecular formula: C2H8F6NaO10S2
Method: DFT, wB97M-V/def2-TZVPD

* frontier orbital gap: 7.365 eV
* HOMO energy: -6.3 eV
* LUMO level: 1.1 eV
* E: -65075.043 eV
* relative energy (zero: lowest compared OMol25 entry of this formula, charge and spin): 28.0 kcal/mol
* charge: -1

Geometry (Å):
Na1 -0.03392 -1.16451 -0.10320
C1 3.72305 0.80278 0.96655
F1 4.88468 1.06337 1.55078
F2 3.11670 1.94963 0.74934
F3 3.82809 0.05142 -0.11702
S1 2.79563 -0.33215 2.26561
O1 3.68516 -1.49037 2.45845
O2 2.62631 0.39571 3.51451
O3 1.50251 -0.71350 1.65516
C2 -0.86668 2.78965 -0.25860
F4 -0.37521 3.91814 -0.89616
F5 -0.25996 1.64269 -0.53122
F6 -0.79150 3.00280 1.09289
S2 -2.77920 2.74462 -0.81987
O4 -2.79577 2.54682 -2.29481
O5 -3.35849 1.61259 -0.09218
O6 -3.46061 4.01726 -0.46595
O7 0.13352 -3.39045 -1.06618
H1 0.44495 -3.31210 -1.96790
H2 0.10657 -4.33319 -0.90264
O8 0.48471 -0.73110 -2.45068
H3 1.35779 -0.47929 -2.75159
H4 0.01139 -0.95855 -3.25098
O9 -2.53533 -0.87852 -0.27108
H5 -3.06651 -0.08232 -0.28314
H6 -2.84110 -1.38245 -1.02526
O10 -1.47091 -2.43893 1.87510
H7 -2.12071 -1.76226 2.06512
H8 -1.94505 -3.08767 1.35495

=====

# 10
Molecular formula: C2H8FeO10
Method: DFT, wB97M-V/def2-TZVPD

* frontier orbital gap (spin up / spin down): 3.177 / 3.031 eV
* HOMO energy (spin up / spin down): -1.8 / -1.6 eV
* LUMO level (spin up / spin down): 1.4 / 1.4 eV
* E: -57062.228 eV
* relative energy (zero: lowest compared OMol25 entry of this formula, charge and spin): 0.0 kcal/mol
* spin multiplicity: 6
* charge: -1

Geometry (Å):
Fe1 0.10908 0.21034 -0.19233
C1 -2.39875 -1.27913 0.99160
O1 -1.48353 -0.87845 0.18024
O2 -2.94259 -2.41110 0.82688
O3 -2.83614 -0.46461 1.85230
C2 -1.23710 2.58782 -0.21521
O4 -0.80374 1.79159 -1.11729
O5 -2.43235 2.79649 0.12603
O6 -0.94595 1.82339 0.83250
O7 0.10220 -0.53987 -2.16767
H1 -0.29180 -0.28919 -3.00761
H2 0.42015 -1.43546 -2.30251
O8 1.97523 1.12063 -0.54319
H3 2.46286 1.27384 -1.35720
H4 2.56615 1.41355 0.15557
O9 0.94083 0.08060 1.80733
H5 1.12669 -0.75106 2.24993
H6 1.12854 0.75564 2.46494
O10 1.30965 -1.60195 -0.16727
H7 2.10402 -1.76225 -0.68514
H8 1.12653 -2.44083 0.26809

=====

# 11
Molecular formula: C2H8IN4O2
Method: DFT, wB97M-V/def2-TZVPD

* frontier orbital gap: 8.231 eV
* HOMO energy: -4.8 eV
* LUMO level: 3.4 eV
* E: -20365.425 eV
* relative energy (zero: lowest compared OMol25 entry of this formula, charge and spin): 0.8 kcal/mol
* charge: -1

Geometry (Å):
I1 0.97391 0.86817 -2.12823
C1 -2.16282 2.22706 0.92430
O1 -2.92557 2.20565 1.89213
N1 -1.96991 3.36286 0.17248
N2 -1.43926 1.14741 0.51319
H1 -2.49419 4.17749 0.41879
H2 -1.14617 3.39768 -0.40392
H3 -0.84337 1.15806 -0.31170
H4 -1.73737 0.30909 0.98101
C2 1.87314 -2.79957 0.05234
O2 2.26074 -3.74378 0.75056
N3 1.16322 -1.74394 0.54806
N4 2.11292 -2.68966 -1.27831
H5 0.83128 -1.71515 1.48839
H6 0.91360 -1.05661 -0.15296
H7 1.75797 -1.86927 -1.75721
H8 2.83188 -3.23550 -1.70893

=====

# 12
Molecular formula: C2H8InO2
Method: DFT, wB97M-V/def2-TZVPD

* frontier orbital gap: 3.624 eV
* HOMO energy: -24.1 eV
* LUMO level: -20.5 eV
* E: -11430.121 eV
* relative energy (zero: lowest compared OMol25 entry of this formula, charge and spin): 43.9 kcal/mol
* charge: +3

Geometry (Å):
In1 1.60242 9.39560 2.91580
C1 2.07844 12.67352 5.20949
O1 1.80973 12.24251 3.90677
H1 1.31626 12.26911 5.90904
H2 3.09023 12.30288 5.53054
H3 2.10929 13.76947 5.23167
H4 1.87767 13.03181 3.30473
C2 2.32858 8.43336 6.84373
O2 1.40329 9.02233 5.96899
H5 1.89715 7.63574 7.48236
H6 3.22281 8.12740 6.29570
H7 2.69550 9.25818 7.54250
H8 0.62164 9.23605 6.54947